DFT (wB97M-V/def2-TZVPD) results for C4H7N3O2 in the gas phase in a non-equilibrium geometry.

Computed properties:
- Largest force on an atom: 0.15149 hartree/bohr
- HOMO-LUMO gap: 8.19 eV
- E_HOMO: -7.584 eV
- ΔE to the lowest compared entry with this formula, charge and spin: 126.7 kcal/mol
- E_tot: -12822.0350 eV

Structure (XYZ):
```
16
Properties=species:S:1:pos:R:3:mulliken_charge:R:1
C 2.629 -0.898 0.130 -0.923
C 1.140 -0.319 0.061 0.125
C -0.967 -0.876 0.004 0.500
C 0.410 0.862 -0.062 0.344
H 3.506 -0.105 -0.112 0.291
H 2.711 -1.375 1.242 0.213
H 2.791 -1.592 -0.692 0.295
H -2.309 -2.549 0.372 0.250
H -2.455 1.594 -0.868 0.287
H -2.520 0.847 0.769 0.317
H 1.944 1.781 -0.137 0.303
N -2.124 -1.462 0.272 -0.705
N -0.854 0.495 -0.327 0.210
N -1.914 1.458 0.083 -0.672
O 0.276 -1.309 -0.375 -0.369
O 1.138 1.978 0.178 -0.466
```